C18H42N2O4 | the ωB97M-V functional and the def2-TZVPD basis

- E_LUMO (eV) = 0.609
- orbital gap (Eh) = 0.2863
- relative energy (zero: lowest compared OMol25 entry of this formula, charge and spin) (kJ/mol) = 2427.0
- E_tot (eV) = -30490.8508

Geometry as ORCA input:
```
! wB97M-V def2-TZVPD RIJCOSX def2/J DEFGRID3
* xyz 0 1
O 0.34467 3.58749 -2.49984
H -0.23162 3.14469 -3.12278
H 0.03216 4.49212 -2.48501
O 1.59068 1.25808 -2.15454
H 1.34824 0.84062 -1.32799
H 1.21220 2.13559 -2.10027
C -0.90831 -2.19189 1.22179
C 0.03001 -1.91054 0.05923
C 0.78553 -0.62639 0.49838
C 1.92597 -0.30862 -0.50327
C 2.95376 -1.46039 -0.44624
C 2.29247 -2.80938 -0.93987
N 0.98754 -2.99128 -0.24641
O 0.35725 -4.21648 -0.53233
C 2.13206 -2.81260 -2.52802
C 3.29699 -3.86317 -0.41502
C -0.80924 -1.60988 -1.13434
H -1.66983 -1.41604 1.30089
H -0.25558 -2.52863 2.02718
H -1.45787 -3.10631 0.99837
H 0.30980 0.17518 1.06343
H 1.31232 -0.82664 1.43138
H 2.40922 0.63693 -0.25730
H 1.46569 -0.14384 -1.47748
H 3.43822 -1.44137 0.52999
H 3.76206 -1.14657 -1.10675
H 2.11690 -1.82662 -2.99246
H 2.79740 -3.50931 -3.03793
H 1.11040 -3.04872 -2.82560
H 3.34130 -3.72500 0.66528
H 2.94425 -4.82517 -0.78682
H 4.25346 -3.74447 -0.92412
H -1.63410 -0.93626 -0.90210
H -1.25422 -2.47619 -1.62384
H -0.32491 -1.13533 -1.98776
H 0.38185 -4.76311 0.25646
C -0.61303 0.33400 -0.80759
C -1.09853 1.77029 -0.38095
C -2.56367 1.94035 -0.45182
C -3.36981 1.40448 0.75375
C -2.75270 2.15994 2.01952
C -1.28436 1.82726 2.25635
N -0.55522 1.99964 0.97453
O 0.82003 1.82708 1.08887
C -0.72971 2.84016 3.36320
C -1.13757 0.38011 2.85469
C -0.54814 2.76602 -1.35893
H -0.93148 0.09244 -1.82166
H 0.46725 0.20345 -0.74411
H -1.08281 -0.48168 -0.25798
H -2.78007 3.00859 -0.46352
H -2.94550 1.44909 -1.34679
H -4.42906 1.62121 0.61543
H -3.28958 0.31831 0.79735
H -3.34159 1.77510 2.85210
H -2.98162 3.22535 2.04433
H -1.24446 2.63837 4.30256
H -0.90609 3.88495 3.10744
H 0.32716 2.70608 3.59373
H -2.01463 -0.22283 3.08989
H -0.40962 0.32510 3.66411
H -0.73112 -0.38604 2.19445
H -0.84371 2.40618 -2.34445
H -0.80302 3.78118 -1.05464
H 0.52368 2.64709 -1.51755
H 0.86212 0.88799 1.28363
*
```